No. 1
The following is a quantum chemistry calculation of a structure of composition C25H28F5HgO2S at a distorted geometry, from OMol25.

Last column: Löwdin charge in e.
CARTESIAN COORDINATES (ANGSTROEM)
O: -0.1775 0.5813 -0.6413  -0.16
C: 0.8687 0.1898 -1.5722  -0.16
C: 0.2895 1.0085 -2.7087  -0.08
H: 0.8474 -0.8917 -1.7402  0.11
H: 1.8528 0.5110 -1.2204  0.11
C: -0.8358 1.3401 -1.6988  -0.55
H: -0.0090 0.4205 -3.5756  0.08
H: 0.8952 1.8736 -2.9865  0.12
C: -2.1832 0.7297 -2.0597  -0.02
H: -2.0553 -0.3200 -2.3539  0.09
H: -2.6169 1.2925 -2.8980  0.08
H: -2.8786 0.7886 -1.2160  0.07
C: -0.9408 2.8053 -1.3327  -0.02
H: 0.0533 3.2565 -1.2693  0.07
H: -1.4447 2.9295 -0.3700  0.07
H: -1.5308 3.3314 -2.0921  0.08
Hg: -0.1862 -1.2145 1.7627  1.05
C: 1.0094 2.5568 3.2364  -0.22
C: 2.0306 1.5849 3.0562  -0.25
C: 2.4287 1.5965 1.6884  -0.23
H: 2.4337 0.9449 3.8337  0.04
C: 1.6642 2.6006 1.0266  -0.22
C: 0.7904 3.1995 1.9851  -0.21
H: 0.0904 4.0105 1.7906  0.06
H: 0.4851 2.7622 4.1665  0.06
H: 3.1728 0.9479 1.2289  0.05
H: 1.7588 2.8823 -0.0152  0.05
C: -2.1822 0.1198 3.7612  -0.15
C: -2.0734 1.2960 2.9704  -0.12
C: -2.2238 0.9577 1.6210  -0.15
H: -1.9233 2.3053 3.3536  0.10
C: -2.2939 -0.4860 1.5089  -0.35
C: -2.3537 -0.9901 2.8898  -0.28
H: -2.6143 -2.0096 3.1855  0.08
H: -2.2058 0.0830 4.8514  0.09
H: -2.3993 1.6590 0.8081  0.07
H: -2.6585 -1.0268 0.6368  0.07
O: 0.4818 -0.6934 -5.2543  -0.18
C: -0.0369 0.2194 -6.2554  -0.19
C: 0.3140 -0.2789 -7.6655  -0.16
H: 0.4009 1.2145 -6.0748  0.12
H: -1.1236 0.3025 -6.0959  0.12
C: 1.3545 -1.3995 -7.4252  -0.16
H: 0.7063 0.5291 -8.2855  0.10
H: -0.5875 -0.6891 -8.1305  0.10
C: 1.2211 -1.7368 -5.9371  -0.19
H: 2.3550 -1.0114 -7.6276  0.10
H: 1.1706 -2.2664 -8.0584  0.10
H: 2.1942 -1.8384 -5.4428  0.12
H: 0.6754 -2.6837 -5.8116  0.11
F: -0.2553 -3.5592 8.1945  0.10
C: 0.2338 -3.1848 6.9988  -0.13
C: 0.4774 -1.8352 6.7431  -0.14
F: 0.2257 -0.8980 7.6802  0.10
C: 0.9068 -1.4521 5.4833  -0.21
F: 0.8293 -0.1227 5.1828  0.07
C: 1.2257 -2.3814 4.4732  -0.57
S: 1.8490 -1.9042 2.9256  0.57
C: 0.9186 -3.7334 4.7586  -0.23
F: 0.9805 -4.6505 3.7619  0.05
C: 0.4426 -4.1386 6.0007  -0.14
F: 0.1557 -5.4345 6.2509  0.09

## Properties
HOMO-LUMO gap: 4.67 eV
Energy: -2170.69521 Eh
Total charge: -1
Lowest unoccupied orbital energy: 2.10 eV
HOMO energy: -0.09429 hartree

***

No. 2
The following is a quantum chemistry calculation of a structure of composition C25H28F5N3O3P2S2Zn at a distorted geometry, from OMol25.

Last column: Löwdin charge in e.
CARTESIAN COORDINATES (ANGSTROEM)
Zn: -0.3810 -0.1015 0.0778  0.28
F: 2.8650 -0.0609 6.3556  0.11
C: 2.6904 -0.0292 5.0262  -0.14
C: 1.4113 -0.0971 4.4867  -0.15
F: 0.3452 -0.2091 5.2893  0.11
C: 1.2381 -0.0430 3.1155  -0.22
F: -0.0188 -0.1064 2.6195  0.03
C: 2.3053 0.0714 2.2161  -0.55
S: 2.0874 0.1475 0.5168  0.65
C: 3.5868 0.1253 2.7930  -0.24
F: 4.6591 0.2234 1.9956  0.07
C: 3.7812 0.0771 4.1636  -0.14
F: 5.0208 0.1348 4.6704  0.11
C: -0.6801 -0.8267 -3.8707  -0.25
P: 0.2061 0.1154 -2.5709  0.85
C: 1.8106 0.3423 -3.4731  -0.26
C: -0.5242 1.7946 -2.8513  -0.41
C: 0.0595 2.8026 -1.8654  -0.40
P: -0.4776 2.4039 -0.1431  0.86
C: 0.6552 3.4608 0.8387  -0.26
C: -2.0450 3.3474 -0.0067  -0.25
H: -0.6436 -0.2770 -4.8114  0.05
H: -1.7090 -0.9868 -3.5620  0.03
H: -0.1871 -1.7910 -3.9884  0.04
H: 1.6528 0.8190 -4.4388  0.04
H: 2.2554 -0.6375 -3.6349  0.04
H: 2.4997 0.9365 -2.8784  0.03
H: -1.6007 1.7001 -2.6945  0.07
H: -0.3312 2.1008 -3.8861  0.09
H: -0.2578 3.8241 -2.1051  0.09
H: 1.1527 2.7600 -1.8829  0.08
H: 0.6441 4.4816 0.4584  0.05
H: 1.6653 3.0571 0.7905  0.02
H: 0.3267 3.4459 1.8777  0.05
H: -1.8500 4.4137 -0.0950  0.04
H: -2.4963 3.1383 0.9615  0.05
H: -2.7288 3.0328 -0.7904  0.03
N: 0.9584 -7.1255 -0.4873  0.17
C: 0.6135 -8.4379 -0.3207  -0.19
C: 1.1989 -9.6296 -0.7173  -0.03
C: 0.5445 -10.7914 -0.3683  -0.10
C: -0.6638 -10.7775 0.3359  -0.10
C: -1.2558 -9.5997 0.7336  -0.01
C: -0.6028 -8.4121 0.4098  -0.23
N: -0.9443 -7.1206 0.6744  0.18
C: -0.0127 -6.3765 0.1354  -0.27
C: -0.0220 -4.9308 0.1705  -0.12
C: 0.8291 -4.1454 -0.6110  0.01
C: 0.7227 -2.7727 -0.5411  -0.14
N: -0.1557 -2.1534 0.2437  -0.01
C: -0.9544 -2.8884 1.0128  -0.10
C: -0.9189 -4.2685 1.0099  0.04
H: 1.7873 -6.7825 -0.9416  0.16
H: 2.1233 -9.6464 -1.2743  0.11
H: 0.9745 -11.7400 -0.6523  0.10
H: -1.1365 -11.7208 0.5651  0.10
H: -2.1900 -9.5859 1.2715  0.11
H: 1.5555 -4.5835 -1.2757  0.11
H: 1.3705 -2.1333 -1.1273  0.07
H: -1.6390 -2.3427 1.6423  0.11
H: -1.5762 -4.8406 1.6412  0.12
C: -4.4042 0.4404 -0.3765  -0.10
S: -2.9317 -0.6052 -0.1835  0.43
O: -2.1879 -0.0815 0.9805  -0.40
O: -3.3758 -1.9650 -0.0594  -0.29
O: -2.1130 -0.3387 -1.3734  -0.45
H: -5.2219 0.0081 0.1834  0.06
H: -4.6236 0.4595 -1.4342  0.06
H: -4.1613 1.4269 -0.0053  0.03

## Properties
HOMO-LUMO gap: 7.06 eV
Energy: -5117.27925 Eh
Total charge: 0
Lowest unoccupied orbital energy: -0.35 eV
HOMO energy: -0.27218 hartree

***

Among the records above, which one has the lowest lowest unoccupied orbital energy?
C25H28F5N3O3P2S2Zn

***

Look up the energy of the second one.
-5117.27925 Eh